# 1
62
Properties=species:S:1:pos:R:3:forces:R:3:mulliken_charge:R:1 method="wB97M-V/def2-TZVPD" total_charge=+1 multiplicity=1 molar_mass_g_mol=512.48
C 2.35449 0.89648 0.51580 0.09 0.04 0.04 -1.024
C 2.44228 0.78084 -1.00475 0.02 -0.02 0.05 0.161
O 1.39500 -0.06121 -1.50450 0.04 0.04 -0.10 -0.503
C 2.35042 2.13251 -1.68645 -0.17 0.07 -0.01 -0.942
O 1.35142 2.95381 -1.06369 0.10 0.16 0.00 -0.308
C 0.27633 3.35945 -1.84052 0.24 -0.23 0.05 -0.401
N -0.58204 2.18214 -2.10039 -0.18 0.29 0.14 -0.098
C -1.24338 1.99419 -0.90706 -0.10 -0.03 0.08 -0.085
N -1.78519 0.86446 -0.54624 0.01 -0.04 0.05 0.232
C -1.74502 -0.39053 -1.31156 0.11 0.04 0.11 -0.746
C -3.11120 -1.06504 -1.33646 -0.06 0.03 0.08 -0.801
C -4.29850 -0.13520 -1.59682 0.11 0.06 -0.09 -0.575
S -4.95557 0.45276 0.00069 0.02 0.03 0.00 -0.275
N -1.22121 3.09164 -0.12250 0.66 -0.25 -0.17 0.237
C -1.10772 3.00117 1.33716 -0.30 0.15 -0.04 -0.964
C -0.59015 4.15930 -0.88681 -0.49 0.25 -0.11 -0.825
I -2.06133 5.28024 -2.01099 0.02 0.01 0.07 0.100
H 2.62517 1.88913 0.87084 0.04 0.00 0.01 0.219
H 3.00700 0.18220 1.01612 -0.04 -0.11 -0.03 0.471
H 1.32871 0.68427 0.81841 -0.02 0.06 0.02 0.083
H 3.40982 0.36406 -1.29727 0.01 -0.02 -0.03 0.577
H 1.73301 -0.95620 -1.58617 0.00 -0.09 0.06 0.312
H 2.12633 2.00146 -2.74664 0.01 -0.03 -0.01 0.443
H 3.29576 2.66469 -1.58271 0.04 -0.01 0.03 0.417
H 0.58738 3.83979 -2.76649 -0.22 0.09 -0.06 0.613
H -1.17194 2.22005 -2.92396 0.13 -0.18 -0.09 0.340
H -2.33318 0.86289 0.30628 -0.07 0.04 -0.04 0.340
H -1.01582 -1.05170 -0.84481 0.00 -0.02 -0.03 0.350
H -1.37161 -0.15894 -2.30503 -0.07 0.03 -0.04 0.426
H -3.25502 -1.58656 -0.38679 -0.06 -0.09 -0.04 0.467
H -3.06696 -1.83554 -2.10438 0.00 -0.03 -0.01 0.132
H -5.08413 -0.65411 -2.13969 -0.03 -0.03 0.04 0.418
H -3.99852 0.72682 -2.19344 0.01 0.00 -0.03 0.339
H -5.56029 1.55579 -0.45848 -0.03 0.01 0.03 0.173
H -2.08725 3.04621 1.81001 0.00 -0.01 0.03 0.326
H -0.50494 3.83177 1.69115 0.00 0.02 0.01 0.342
H -0.59816 2.07714 1.60522 -0.01 -0.05 0.00 0.333
H -0.09125 4.89346 -0.26899 0.21 -0.21 0.09 0.630
C 4.68407 0.13002 4.48109 0.00 -0.01 0.00 -1.097
C 5.91926 0.58844 3.71946 0.00 0.01 -0.01 -0.376
C 6.05669 2.11490 3.67290 0.02 0.01 0.00 -0.470
C 4.91852 2.74980 3.00648 0.00 0.02 0.03 0.275
N 4.01342 3.22747 2.48636 -0.03 -0.01 -0.04 -0.442
H 3.77067 0.49056 4.00436 0.00 0.00 0.00 0.269
H 4.63583 -0.95757 4.52260 -0.01 0.00 0.00 0.320
H 4.69487 0.50261 5.50694 0.00 0.00 0.00 0.355
H 5.89955 0.20381 2.69752 0.00 -0.01 0.00 0.265
H 6.82077 0.19094 4.18749 0.00 0.00 0.00 0.316
H 6.96297 2.41090 3.14275 0.00 0.00 0.01 0.292
H 6.12213 2.52537 4.68277 0.00 -0.01 0.00 0.291
C -3.44110 -6.95662 -0.50580 -0.01 0.00 0.00 -1.159
C -4.15412 -5.79238 -1.17793 0.01 0.01 0.01 -0.419
C -3.21362 -4.94313 -2.04327 0.02 -0.09 0.00 -0.315
C -2.13027 -4.34508 -1.26009 -0.02 -0.02 0.03 0.240
N -1.30059 -3.87217 -0.62200 0.00 0.11 -0.05 -0.471
H -2.66326 -6.60469 0.17338 0.00 0.00 0.00 0.344
H -4.14316 -7.55622 0.07175 0.01 0.00 0.00 0.346
H -2.97320 -7.60967 -1.24467 0.00 0.00 0.00 0.301
H -4.62246 -5.15109 -0.42853 0.00 -0.01 0.00 0.276
H -4.95234 -6.15923 -1.82471 0.00 0.01 -0.01 0.324
H -3.76079 -4.13705 -2.53603 0.01 0.00 -0.01 0.232
H -2.76081 -5.55406 -2.82720 -0.01 0.00 0.00 0.367


# 2
135
Properties=species:S:1:pos:R:3:forces:R:3:mulliken_charge:R:1 method="wB97M-V/def2-TZVPD" de_lowest_kcal_mol=47.3 total_charge=-2 multiplicity=1 molar_mass_g_mol=1141.19
K -0.06664 -0.26707 -0.13744 2.86 -1.36 -0.24 0.283
C -3.33472 -1.14509 -3.43094 0.15 0.11 0.22 -1.653
P -2.77589 -0.31045 -1.85039 -1.08 -0.27 -0.94 1.629
C -3.60402 1.29757 -2.18649 0.24 -0.03 -0.02 -1.259
C -4.09705 -1.04151 -0.78135 -0.08 0.16 -0.05 -1.079
C -3.78451 -2.47671 -0.39679 0.06 -0.04 0.05 -1.239
P -2.06053 -2.70991 0.26315 -0.33 -1.01 0.31 1.413
C -1.16751 -3.17246 -1.28722 -0.03 -0.15 0.08 -0.823
C -2.35146 -4.45969 0.82128 0.18 0.24 0.01 -1.550
H -4.42164 -1.14688 -3.52414 -0.10 0.00 -0.01 0.483
H -2.97234 -2.17194 -3.44317 0.01 -0.14 -0.08 0.246
H -2.90229 -0.61834 -4.27800 -0.05 -0.02 -0.05 0.387
H -4.59284 1.15487 -2.62867 -0.03 -0.04 0.04 0.638
H -2.97175 1.86401 -2.86849 -0.03 0.12 -0.02 0.110
H -3.69080 1.86341 -1.26111 -0.06 0.08 -0.01 0.291
H -5.07229 -0.97699 -1.28642 0.13 0.04 0.02 0.737
H -4.13093 -0.43209 0.12104 -0.05 -0.01 -0.01 0.106
H -3.92504 -3.15571 -1.24954 -0.07 -0.02 0.10 0.314
H -4.46195 -2.78770 0.40801 0.07 -0.10 -0.11 0.500
H -1.73235 -3.90015 -1.87509 0.01 -0.02 -0.11 0.496
H -0.21277 -3.60547 -0.99093 0.12 -0.07 0.02 0.394
H -0.98012 -2.28146 -1.87793 0.07 0.01 -0.22 -0.231
H -2.87319 -5.05402 0.06869 -0.03 -0.05 -0.09 0.476
H -2.93401 -4.45501 1.74078 -0.07 0.00 0.07 0.414
H -1.38598 -4.91037 1.03953 0.10 -0.12 0.04 0.368
O -2.91147 4.44595 2.39780 0.22 -0.82 -0.67 -0.737
C -2.60275 3.49414 1.67865 -0.19 1.26 0.88 0.109
C -2.06595 3.57491 0.29225 -0.23 0.60 -0.75 0.173
O -2.13967 4.56584 -0.45175 0.16 -0.43 0.45 -0.804
C -1.55849 2.25130 -0.03453 0.25 0.04 -0.13 -0.051
C -2.07316 1.31651 0.92759 -0.20 -0.50 -0.19 0.059
O -2.02531 0.06601 0.78904 -1.90 1.44 1.56 -0.849
C -2.72212 2.04997 2.01740 -0.74 -0.58 1.23 0.087
O -3.30666 1.57259 2.99321 0.53 0.46 -0.87 -0.751
O -0.89428 1.88416 -1.06973 -1.07 0.99 0.53 -0.400
N 6.86040 -1.49961 -0.42917 -0.74 -0.19 -0.35 -0.688
C 5.83694 -1.82028 -0.86316 1.99 0.72 0.96 -0.091
C 4.64682 -2.24116 -1.45804 -1.82 -1.21 -1.22 0.283
C 4.62674 -3.42975 -2.23287 0.22 0.99 0.71 -0.355
C 3.46097 -3.76789 -2.87939 -0.35 -0.02 -0.17 -1.120
C 2.34744 -2.94390 -2.73790 0.26 0.20 0.34 -0.284
N 2.33216 -1.85673 -1.95642 -0.62 -0.61 -0.70 0.559
C 3.43997 -1.52130 -1.34014 1.00 0.06 0.39 0.145
H 5.51517 -4.04630 -2.29750 -0.01 0.08 -0.05 0.512
H 3.40923 -4.65694 -3.49592 -0.04 0.04 0.04 0.409
H 1.42444 -3.16483 -3.25634 -0.11 -0.07 -0.02 0.392
H 3.38232 -0.64256 -0.71536 0.07 0.22 0.19 0.282
C 2.06416 4.43770 2.75552 -0.16 0.51 -0.01 -0.919
N 2.48044 3.16380 2.24391 0.01 -0.27 0.06 0.419
C 3.70727 2.58262 2.41158 0.28 -0.06 -0.07 -0.917
C 3.65629 1.39336 1.74302 0.19 0.17 0.08 -0.650
N 2.43167 1.24043 1.17268 -0.29 -0.41 -0.45 0.519
C 1.75392 2.31217 1.48658 0.05 -0.03 0.08 -0.728
H 2.54521 4.62712 3.71803 -0.09 -0.06 -0.09 0.356
H 0.98303 4.43842 2.88999 0.02 0.01 0.02 0.327
H 2.32355 5.23995 2.05564 -0.04 -0.09 0.11 0.277
H 4.48795 3.05295 2.97752 0.08 0.07 0.11 0.473
H 4.42047 0.64740 1.64140 0.17 -0.17 0.08 0.606
H 0.74561 2.51308 1.18572 -0.35 0.20 -0.03 0.303
C 2.57328 1.58730 -3.36761 0.08 0.05 0.12 -2.036
C 2.55895 2.65331 -4.44978 0.14 0.05 -0.15 -0.543
As 4.24090 2.84404 -5.49005 -0.22 0.10 0.15 0.148
C 5.44737 3.36785 -4.03650 -0.01 -0.09 -0.12 0.458
C 5.14964 4.40652 -3.16447 -0.22 0.08 -0.06 0.070
C 6.02298 4.74557 -2.14828 0.03 0.10 0.10 -0.731
C 7.20401 4.04233 -1.98062 0.11 0.03 0.04 -0.595
C 7.51538 3.00613 -2.84329 0.14 -0.04 0.08 -0.598
C 6.64244 2.67622 -3.86579 -0.15 -0.19 -0.27 -0.635
C 3.82598 4.65805 -6.13699 0.11 -0.01 -0.13 0.175
C 4.75180 5.69542 -6.07670 0.21 -0.20 0.12 -0.133
C 4.43596 6.96399 -6.52910 -0.01 0.18 -0.07 -0.589
C 3.18758 7.21913 -7.07402 0.02 0.06 -0.04 -0.422
C 2.26751 6.18892 -7.17575 -0.09 0.13 -0.08 -0.657
C 2.58690 4.92431 -6.71601 -0.02 -0.33 0.13 -0.270
P 1.07200 1.68140 -2.16811 1.30 -0.09 -0.98 0.864
C 1.35249 3.43756 -1.74711 -0.14 -0.10 0.14 1.608
C 0.40179 4.44687 -1.82020 -0.02 -0.16 -0.09 -1.431
C 0.69854 5.72888 -1.39544 -0.02 0.18 0.00 -0.948
C 1.92818 6.01080 -0.83002 0.04 0.11 0.06 -1.232
C 2.85740 4.99345 -0.68366 0.19 0.09 0.01 -0.610
C 2.58347 3.72550 -1.15741 -0.02 -0.06 -0.03 -0.704
C -0.04087 1.52986 -3.61622 -0.02 0.09 0.15 2.328
C -0.61554 2.55120 -4.35972 -0.15 0.09 0.09 -0.669
C -1.27376 2.27861 -5.54778 -0.05 0.10 -0.16 -0.781
C -1.32843 0.98565 -6.03858 -0.07 -0.07 -0.10 -0.613
C -0.75119 -0.04292 -5.30783 0.08 -0.04 -0.29 -0.716
C -0.13660 0.22619 -4.10017 -0.01 0.09 -0.02 -0.579
H 3.48405 1.65143 -2.76504 0.02 -0.01 0.01 0.707
H 2.55822 0.58866 -3.81602 0.03 0.00 0.10 0.954
H 2.32637 3.63242 -4.01785 0.08 -0.04 -0.11 0.359
H 1.77284 2.42731 -5.17791 0.19 0.07 0.03 0.436
H 4.22154 4.95388 -3.27510 -0.01 0.02 0.02 0.498
H 5.77918 5.55876 -1.47944 -0.05 0.04 0.05 0.453
H 7.87900 4.30097 -1.17635 0.04 0.01 0.04 0.380
H 8.43577 2.45329 -2.71477 0.03 -0.06 0.01 0.394
H 6.88197 1.86067 -4.54170 0.02 0.03 0.05 0.306
H 5.73083 5.50852 -5.64860 -0.04 0.06 0.00 0.382
H 5.16300 7.76264 -6.45185 0.04 0.00 0.01 0.372
H 2.93480 8.21257 -7.42030 -0.01 0.03 -0.01 0.360
H 1.29386 6.37579 -7.60979 -0.04 -0.02 0.01 0.393
H 1.85428 4.12992 -6.79335 -0.07 0.00 0.00 0.314
H -0.60399 4.22069 -2.12892 -0.06 0.02 -0.04 0.501
H -0.05607 6.49543 -1.47994 -0.12 0.07 0.06 0.407
H 2.15569 7.00760 -0.47530 -0.01 0.07 0.03 0.393
H 3.80253 5.18745 -0.19388 0.09 0.00 0.02 0.894
H 3.31993 2.94139 -1.03778 0.06 -0.02 0.07 0.137
H -0.53579 3.57574 -4.03282 -0.01 0.06 0.06 0.310
H -1.72235 3.09057 -6.10845 -0.01 0.01 0.00 0.444
H -1.82336 0.77977 -6.97988 0.00 -0.02 -0.01 0.315
H -0.76780 -1.05267 -5.70013 -0.07 -0.05 0.08 0.258
H 0.31299 -0.57320 -3.52790 0.08 -0.16 0.07 -0.001
C 5.90191 -2.86694 3.11715 0.22 0.04 0.06 -0.603
C 5.14214 -2.23379 4.08654 0.26 0.02 0.05 -0.764
C 3.76826 -2.17845 3.96568 -0.11 0.11 0.17 -0.237
C 3.08803 -2.75705 2.89334 -0.15 -0.21 0.43 0.514
C 3.88391 -3.33348 1.90055 -0.01 -0.03 -0.08 -0.294
C 5.25677 -3.39743 2.00949 0.16 -0.04 -0.08 -0.568
Si 1.22010 -2.70428 2.67252 -0.45 0.96 -1.04 0.546
C 0.28836 -2.92578 4.29892 0.32 -0.17 0.16 0.220
C -0.87584 -3.70116 4.28678 0.00 -0.05 -0.08 -0.126
C -1.64898 -3.88989 5.41226 -0.19 -0.06 0.19 -0.562
C -1.28784 -3.29965 6.61607 -0.07 -0.01 0.16 -0.376
C -0.15702 -2.49972 6.65282 -0.14 -0.03 0.29 -0.689
C 0.60094 -2.30813 5.51364 0.17 0.05 -0.04 -0.307
H 6.97720 -2.93429 3.21573 0.07 0.04 -0.05 0.359
H 5.62770 -1.77918 4.94308 0.01 -0.01 0.04 0.349
H 3.20481 -1.67556 4.73659 0.01 0.06 0.09 0.032
H 3.39882 -3.74795 1.02683 -0.08 -0.16 -0.15 0.411
H 5.84138 -3.85445 1.22350 0.08 -0.11 -0.10 0.471
H 1.00773 -4.04235 2.03767 -0.02 -0.45 0.02 -0.336
H -1.17328 -4.17306 3.36260 -0.02 -0.11 -0.15 0.173
H -2.53930 -4.50830 5.36461 -0.01 0.00 -0.04 0.365
H -1.88242 -3.45717 7.50860 -0.02 0.02 0.00 0.328
H 0.13908 -2.02622 7.58432 -0.02 0.03 -0.04 0.345
H 1.46452 -1.66301 5.59033 0.03 0.05 -0.03 0.222


Across the entries above, electronic energy takes the values -1826.78099, -7029.35350 hartree, respectively.
Across the entries above, strongest force on any atom takes the values 0.73, 3.17 eV/Å, respectively.
Across the entries above, Kohn-Sham gap takes the values 9.66, 4.06 eV, respectively.